# 1
ORCA calculation (ωB97M-V/def2-TZVPD) on 2 unconnected molecules or ions with the total composition C2H5N3S at a distorted geometry.

```
11
Properties=species:S:1:pos:R:3:lowdin_charge:R:1
C 0.043 -0.137 0.116 -0.58
C -1.333 -0.250 -0.465 -0.07
N 0.893 -1.208 0.117 -0.07
N 2.099 -0.945 0.132 -0.33
N 0.777 1.025 -0.146 -0.29
S 2.440 0.681 0.068 0.90
H -0.337 -0.264 1.945 0.12
H -1.276 -0.788 -1.413 0.08
H -1.748 0.742 -0.643 0.08
H -1.992 -0.799 0.199 0.07
H 0.435 1.943 0.090 0.10
```

Values from the calculation:
HOMO-LUMO gap (spin up / spin down), Eh: 0.2807 / 0.2808
Energy above the lowest of the compared OMol25 structures with the same formula, charge and spin, eV: 4.858
Energy, Ha: -641.50549
E_LUMO (spin up / spin down), Ha: -0.0065 / -0.0065
HOMO (spin up / spin down), eV: -7.82 / -7.82

***

# 2
ORCA calculation (ωB97M-V/def2-TZVPD) on 3 unconnected molecules or ions with the total composition C3H9ClN3 at a distorted geometry.

```
16
Properties=species:S:1:pos:R:3:lowdin_charge:R:1
C -0.701 1.369 3.684 0.02
C -1.077 1.450 1.163 -0.51
C 0.625 -1.472 -2.903 -0.09
N 0.622 -2.378 -1.887 0.16
N 0.348 -0.167 -2.690 0.20
N 0.459 1.036 3.705 0.10
Cl 0.132 0.458 0.410 0.54
H -1.476 1.776 4.269 0.06
H -2.111 1.059 1.099 0.02
H 1.095 -1.815 -3.890 0.19
H 0.454 -2.097 -0.895 0.12
H 0.957 -3.329 -2.143 0.15
H 0.345 0.388 -3.480 0.10
H -0.950 2.438 1.043 -0.05
H 0.150 0.237 -1.863 -0.04
H 1.126 1.048 4.376 0.03
```

Values from the calculation:
HOMO-LUMO gap (spin up / spin down), Eh: 0.2592 / 0.2420
Energy above the lowest of the compared OMol25 structures with the same formula, charge and spin, eV: 4.613
Energy, Ha: -743.76615
E_LUMO (spin up / spin down), Ha: -0.1422 / -0.1422
Charge: +1
HOMO (spin up / spin down), eV: -10.92 / -10.46

***

# 3
ORCA calculation (ωB97M-V/def2-TZVPD) on a single C6H12ClN molecule at a distorted geometry.

```
20
Properties=species:S:1:pos:R:3:lowdin_charge:R:1
N -0.366 0.969 2.351 0.04
C 0.047 1.164 0.955 -0.40
C -0.616 2.299 0.150 -0.18
C -0.188 1.945 -1.277 -0.19
C -0.601 0.421 -1.366 -0.13
C -0.305 -0.106 0.111 -0.34
C 0.812 -1.159 0.234 -0.59
Cl 0.481 -2.668 -0.647 0.55
H -0.066 1.869 2.819 0.10
H 0.207 0.248 2.768 0.06
H 1.135 1.401 0.746 0.15
H -0.188 3.285 0.480 0.12
H -1.695 2.259 0.277 0.11
H 0.911 2.081 -1.333 0.11
H -0.637 2.564 -2.032 0.09
H -1.678 0.409 -1.519 0.10
H -0.003 -0.127 -2.120 0.10
H -1.193 -0.618 0.435 0.12
H 1.819 -0.767 -0.097 0.10
H 0.876 -1.411 1.278 0.05
```

Values from the calculation:
HOMO-LUMO gap, Eh: 0.3939
Energy above the lowest of the compared OMol25 structures with the same formula, charge and spin, eV: 0.445
Energy, Ha: -750.75659
E_LUMO, Ha: 0.0343
HOMO, eV: -9.79

***

# 4
ORCA calculation (ωB97M-V/def2-TZVPD) on a molecular structure, C12H10BrF5Zn at a distorted geometry.

```
29
Properties=species:S:1:pos:R:3:lowdin_charge:R:1
C 0.355 2.477 -0.947 -0.22
C -0.202 2.696 0.324 -0.24
C 0.655 2.073 1.302 -0.29
H -1.070 3.315 0.557 0.07
C 1.767 1.493 0.581 -0.22
C 1.547 1.712 -0.798 -0.20
H 2.268 1.462 -1.589 0.08
H -0.011 2.919 -1.883 0.08
H 0.629 2.238 2.372 0.07
H 2.677 1.115 1.023 0.08
Zn -0.341 0.110 0.747 0.39
Br -2.261 0.541 1.952 0.02
C -1.277 -1.586 -0.757 -0.26
C -0.136 -1.318 -1.608 -0.20
C -0.410 -0.145 -2.351 -0.22
H 0.709 -1.974 -1.755 0.07
C -1.710 0.343 -1.972 -0.21
C -2.252 -0.562 -1.025 -0.28
H -3.262 -0.564 -0.641 0.04
H -1.489 -2.506 -0.251 0.06
H 0.204 0.238 -3.160 0.06
H -2.221 1.206 -2.387 0.06
F 1.274 -0.599 2.611 -0.01
C 1.031 -1.334 1.477 -0.48
F 2.106 -1.316 0.673 0.03
C 0.488 -2.668 1.788 -0.56
F 1.245 -3.272 2.744 0.09
F -0.791 -2.611 2.280 0.08
F 0.479 -3.482 0.694 0.11
```

Values from the calculation:
HOMO-LUMO gap, Eh: 0.1952
Energy above the lowest of the compared OMol25 structures with the same formula, charge and spin, eV: 0.937
Energy, Ha: -5315.90328
E_LUMO, Ha: 0.1961
Charge: -2
HOMO, eV: 0.02

***

# 5
ORCA calculation (ωB97M-V/def2-TZVPD) on 2 unconnected molecules or ions with the total composition C5H12NO at a distorted geometry.

```
19
Properties=species:S:1:pos:R:3:lowdin_charge:R:1
C -2.883 0.780 -2.487 -0.17
N -2.482 1.811 -3.179 -0.01
C 0.706 0.802 -0.198 -0.13
C -0.059 -0.387 0.403 -0.31
C 0.865 -1.517 0.803 -0.26
C 1.956 -1.052 1.824 -0.60
O 1.582 -0.313 2.863 -0.34
H -2.563 -0.268 -2.610 0.06
H -1.547 1.339 -2.962 0.05
H -3.431 0.844 -1.541 0.06
H 0.247 -2.300 1.266 0.09
H 1.049 1.398 0.659 0.07
H 1.606 0.429 -0.705 0.06
H 0.123 1.409 -0.897 0.04
H -0.630 -0.045 1.266 0.09
H -0.745 -0.795 -0.378 0.08
H 1.402 -1.964 -0.043 0.09
H 2.415 -2.060 2.102 0.07
H 2.728 -0.550 1.162 0.07
```

Values from the calculation:
HOMO-LUMO gap, Eh: 0.1870
Energy above the lowest of the compared OMol25 structures with the same formula, charge and spin, eV: 3.323
Energy, Ha: -327.57392
E_LUMO, Ha: 0.1017
Charge: -1
HOMO, eV: -2.32

***

# 6
ORCA calculation (ωB97M-V/def2-TZVPD) on 4 unconnected molecules or ions with the total composition C15H20F11I2NO8S at a distorted geometry.

```
58
Properties=species:S:1:pos:R:3:lowdin_charge:R:1
C 3.276 -3.350 0.043 -0.24
C 2.693 -2.104 -0.616 -0.77
I 1.726 -2.670 -2.456 0.96
C 1.830 -1.169 0.269 -0.73
I 2.083 -1.458 2.401 0.96
N 0.438 -1.038 -0.142 -0.24
F -0.036 0.144 0.446 -0.07
S -0.694 -2.249 0.290 0.54
O 0.008 -3.458 0.488 -0.25
O -1.804 -2.113 -0.566 -0.22
F -1.149 -1.719 1.681 -0.16
H 4.115 -3.076 0.683 0.06
H 3.670 -4.008 -0.731 0.05
H 2.528 -3.910 0.601 0.05
H 3.513 -1.480 -0.963 0.05
H 2.199 -0.155 0.149 0.08
C -4.321 -0.609 0.735 -0.06
C -5.792 -0.683 0.401 -0.17
O -6.502 -1.506 1.356 0.04
C -6.808 -0.926 2.502 -0.40
O -6.567 0.195 2.841 0.17
C -7.594 -1.917 3.393 -0.55
F -7.022 -3.123 3.403 0.17
F -8.843 -2.048 2.926 0.17
F -7.656 -1.469 4.641 0.18
H -3.894 -1.608 0.796 0.08
H -3.790 -0.053 -0.036 0.10
H -4.172 -0.108 1.693 0.02
H -5.956 -1.169 -0.558 0.13
H -6.253 0.303 0.370 0.13
C -3.399 1.552 2.832 -0.05
C -2.007 1.107 2.446 -0.20
O -1.121 2.236 2.262 0.03
C -0.595 2.758 3.358 -0.40
O -0.765 2.412 4.488 0.17
C 0.383 3.889 2.961 -0.55
F -0.152 4.707 2.050 0.17
F 1.477 3.328 2.428 0.16
F 0.739 4.608 4.017 0.18
H -3.795 2.249 2.093 0.10
H -4.062 0.687 2.883 0.05
H -3.398 2.044 3.803 0.09
H -2.006 0.603 1.481 0.09
H -1.575 0.434 3.187 0.13
C 6.421 1.635 -6.664 -0.06
C 7.064 1.193 -5.370 -0.19
O 6.203 1.462 -4.237 0.04
C 5.242 0.583 -4.020 -0.40
O 5.002 -0.411 -4.637 0.17
C 4.440 0.996 -2.764 -0.54
F 4.144 2.294 -2.769 0.18
F 5.159 0.733 -1.660 0.16
F 3.307 0.302 -2.688 0.12
H 6.149 2.689 -6.614 0.08
H 7.119 1.494 -7.488 0.08
H 5.521 1.057 -6.872 0.08
H 7.969 1.759 -5.163 0.13
H 7.313 0.133 -5.382 0.13
```

Values from the calculation:
HOMO-LUMO gap, Eh: 0.3463
Energy, Ha: -3332.29408
E_LUMO, Ha: -0.0071
HOMO, eV: -9.62